Record 1
Molecular formula: C30H50CeOP4
Method: DFT, ωB97M-V/def2-TZVPD

Properties
F_max (eV/A): 2.9
Net charge: +4
Frontier orbital gap (alpha / beta) (eV): 3.99 / 3.67
E_HOMO (alpha / beta) (eV): -18.938 / -18.940

Each line ends with the Löwdin charge.
Atoms and positions in Å:
Ce  0.620  -0.498  -0.574  0.803
P  1.810  1.971  -1.082  0.716
P  -1.713  1.082  -1.662  0.765
P  1.988  -1.719  1.641  0.748
H  -1.699  -2.197  -2.518  0.080
C  -1.357  -2.793  -1.652  -0.044
C  -1.865  -2.595  -0.418  -0.048
H  -2.735  -1.954  -0.237  0.065
C  2.436  1.561  -2.760  -0.209
C  1.232  3.679  -1.265  -0.202
C  3.338  2.195  -0.088  -0.193
C  -3.380  0.352  -1.878  -0.210
C  -2.272  2.756  -1.150  -0.213
C  -1.429  1.496  -3.428  -0.237
C  1.224  -3.267  2.295  -0.202
C  2.717  -1.088  3.205  -0.206
C  3.490  -2.332  0.788  -0.215
H  -0.605  -3.579  -1.848  0.094
H  -1.456  -3.066  0.484  0.071
H  3.108  2.396  -2.980  0.088
H  1.672  1.547  -3.550  0.065
H  2.991  0.612  -2.771  0.036
H  2.089  4.300  -1.560  0.093
H  0.857  4.030  -0.295  0.034
H  0.432  3.755  -2.013  0.058
H  4.035  2.796  -0.692  0.088
H  3.824  1.241  0.185  0.054
H  3.088  2.736  0.840  0.074
H  -3.830  0.745  -2.805  0.088
H  -4.026  0.624  -1.032  0.037
H  -3.305  -0.741  -1.929  0.032
H  -2.834  3.208  -1.984  0.088
H  -1.411  3.393  -0.920  0.025
H  -2.909  2.720  -0.257  0.041
H  -2.298  2.072  -3.777  0.079
H  -1.349  0.574  -4.012  0.064
H  -0.513  2.083  -3.545  0.030
H  2.015  -3.999  2.526  0.088
H  0.525  -3.702  1.562  0.041
H  0.666  -3.054  3.223  0.065
H  3.428  -1.835  3.593  0.091
H  1.936  -0.874  3.954  0.046
H  3.275  -0.165  2.989  0.064
H  3.988  -2.988  1.514  0.087
H  4.169  -1.513  0.492  0.076
H  3.293  -2.943  -0.108  0.024
C  2.955  -2.624  -2.685  -0.270
C  3.657  -2.062  -3.744  -0.014
C  4.612  -2.837  -4.378  -0.012
C  4.834  -4.144  -3.922  -0.005
C  4.028  -4.721  -2.917  -0.007
C  3.028  -3.959  -2.284  -0.021
O  1.962  -1.769  -2.082  -0.224
H  1.627  -1.278  -2.879  0.113
H  3.402  -1.066  -4.075  0.111
H  5.139  -2.439  -5.239  0.136
H  5.539  -4.792  -4.446  0.137
H  4.143  -5.765  -2.622  0.134
H  2.352  -4.355  -1.508  0.129
C  -0.627  0.106  3.687  -0.230
P  -1.155  0.459  1.973  0.983
C  -2.867  -0.153  2.096  -0.398
C  -3.155  -1.342  2.792  -0.086
C  -4.444  -1.884  2.797  -0.019
C  -5.477  -1.218  2.110  -0.002
C  -5.205  -0.023  1.431  -0.035
C  -3.920  0.520  1.446  -0.135
C  -1.480  2.265  2.294  -0.373
C  -2.615  2.743  2.973  -0.069
C  -2.873  4.118  3.020  -0.012
C  -1.947  5.009  2.473  -0.019
C  -0.727  4.545  1.965  -0.060
C  -0.480  3.172  1.907  -0.138
H  -0.427  -0.968  3.815  0.030
H  -1.413  0.452  4.384  0.097
H  0.305  0.655  3.893  0.060
H  -2.375  -1.864  3.342  0.102
H  -4.653  -2.816  3.329  0.133
H  -6.484  -1.647  2.088  0.138
H  -6.022  0.520  0.923  0.139
H  -3.747  1.492  0.971  0.081
H  -3.331  2.062  3.437  0.125
H  -3.805  4.485  3.456  0.137
H  -2.148  6.079  2.469  0.133
H  0.045  5.240  1.630  0.120
H  0.490  2.780  1.576  0.073

=====

Record 2
Molecular formula: C30H50Cl3N4O4PtSi
Method: DFT, ωB97M-V/def2-TZVPD

Properties
F_max (eV/A): 4.6
Net charge: -1
Frontier orbital gap (alpha / beta) (eV): 3.95 / 6.28
E_HOMO (alpha / beta) (eV): -1.698 / -4.028
2S+1: 3
Expectation value of S²: 2.0126
Energy above the lowest of the compared OMol25 structures with the same formula, charge and spin (kJ/mol): 46.11

Each line ends with the Löwdin spin population.
Atoms and positions in Å:
C  1.560  0.484  -4.895  0.000
C  1.751  -0.846  -4.264  0.002
H  2.319  0.699  -5.652  0.000
H  1.576  1.280  -4.132  0.000
H  0.572  0.532  -5.382  0.000
C  2.644  -1.773  -4.636  0.010
C  3.629  -1.633  -5.745  0.002
H  2.660  -2.743  -4.136  0.000
H  3.880  -0.583  -5.957  0.000
H  3.261  -2.093  -6.676  0.000
H  4.546  -2.174  -5.477  0.000
Pt  0.288  0.324  -0.355  1.260
Cl  -1.775  0.268  -1.398  0.136
Cl  0.851  2.523  -0.685  0.114
C  -0.769  -2.416  0.251  0.003
O  0.223  -1.628  0.479  0.081
N  -0.820  -3.571  0.887  0.000
C  0.223  -3.934  1.844  0.001
C  -1.731  -4.626  0.455  0.001
H  -1.545  -2.158  -0.474  0.000
H  0.614  -3.029  2.315  0.001
H  1.045  -4.480  1.353  0.000
H  -0.222  -4.586  2.605  0.000
H  -2.412  -4.235  -0.312  0.000
H  -2.320  -4.981  1.312  0.000
H  -1.171  -5.479  0.037  0.000
H  3.682  0.865  -2.174  0.002
H  4.548  -1.906  -2.017  0.002
C  4.193  0.857  -1.202  0.004
C  4.901  -1.528  -1.044  0.005
N  4.048  -0.452  -0.556  0.056
H  3.775  1.636  -0.562  0.000
C  3.037  -0.697  0.280  0.076
O  2.196  0.204  0.591  0.009
H  4.897  -2.347  -0.316  0.001
H  2.977  -1.711  0.713  0.004
H  5.260  1.022  -1.363  0.001
H  5.917  -1.142  -1.177  0.000
O  1.391  -0.177  -2.077  0.087
C  0.874  -1.046  -3.034  0.005
C  1.768  -3.147  -1.860  0.001
C  0.779  -2.520  -2.605  0.000
H  2.590  -2.533  -1.468  0.000
C  1.717  -4.532  -1.682  0.000
H  -0.149  -0.707  -3.274  0.000
C  -0.288  -3.231  -3.136  0.000
H  2.510  -5.036  -1.120  0.000
C  0.647  -5.255  -2.226  0.000
C  -0.359  -4.611  -2.952  0.000
H  -1.024  -2.678  -3.726  0.000
H  0.590  -6.339  -2.071  0.000
H  -1.193  -5.167  -3.381  0.000
Si  0.750  4.836  -1.813  0.020
Cl  1.224  3.569  -3.475  0.003
C  2.089  5.177  -0.492  0.014
C  -1.076  4.659  -1.370  0.003
C  0.832  6.605  -2.601  0.001
H  2.692  4.304  -0.197  0.001
H  1.582  5.568  0.403  0.000
H  2.769  5.967  -0.837  0.002
H  1.869  6.926  -2.764  0.000
H  0.365  7.329  -1.919  0.000
H  0.314  6.667  -3.566  0.000
H  -1.301  3.768  -0.768  0.000
H  -1.677  4.588  -2.283  0.000
H  -1.421  5.537  -0.815  0.000
C  -6.063  -0.724  4.464  0.000
C  -4.882  -0.430  5.364  0.000
N  -3.901  0.514  4.804  0.000
C  -4.281  1.941  4.941  0.000
C  -4.145  2.427  6.380  0.000
C  -3.147  0.050  3.747  0.001
O  -3.293  -1.087  3.283  0.001
C  -2.048  0.920  3.201  0.003
C  -1.334  1.869  3.941  0.000
C  -0.186  2.425  3.380  0.004
C  0.265  1.957  2.158  0.008
N  -0.402  1.012  1.474  0.063
C  -1.576  0.537  1.942  0.000
H  -6.578  0.202  4.177  0.000
H  -6.766  -1.361  5.007  0.000
H  -5.719  -1.252  3.572  0.000
H  -5.203  0.043  6.297  0.000
H  -4.336  -1.353  5.583  0.000
H  -3.668  2.556  4.272  0.000
H  -5.336  2.043  4.626  0.000
H  -3.173  2.148  6.803  0.000
H  -4.219  3.521  6.391  0.000
H  -4.939  2.023  7.023  0.000
H  -1.699  2.162  4.922  0.000
H  0.398  3.211  3.846  0.001
H  1.164  2.346  1.681  0.001
H  -2.101  -0.165  1.293  0.000